# 1
Below is a molecular structure, C29H40EuF3N6O5S6 at a distorted geometry, with properties calculated with wB97M-V/def2-TZVPD.

Last column: Löwdin charge in e.
Atoms and positions in Å:
Eu (-0.1765, 0.7252, 0.2343)  1.52
C (3.7551, 0.3870, 3.9552)  -0.53
C (2.5047, 0.3190, 4.8573)  -0.51
S (1.0880, -0.1057, 3.8572)  0.83
C (-0.2652, 0.2023, 4.9920)  -0.51
C (-1.4812, -0.6502, 4.5794)  -0.52
S (-1.7040, -0.9455, 2.8013)  0.84
C (-1.4250, -2.7380, 2.7295)  -0.52
C (-0.0747, -3.2789, 3.1885)  -0.55
S (1.3225, -2.8957, 2.1108)  0.82
C (2.6145, -2.9991, 3.3651)  -0.57
C (3.9138, -2.2999, 2.9565)  -0.55
S (3.7930, -0.5829, 2.4226)  0.83
H (4.6469, 0.1688, 4.5475)  0.07
H (3.8586, 1.4010, 3.5661)  0.07
H (2.3496, 1.2858, 5.3407)  0.08
H (2.6528, -0.4291, 5.6427)  0.07
H (-0.5218, 1.2630, 4.9850)  0.06
H (0.0283, -0.0727, 6.0092)  0.08
H (-2.3955, -0.1724, 4.9326)  0.07
H (-1.4188, -1.6299, 5.0552)  0.07
H (-1.6290, -3.0077, 1.6920)  0.05
H (-2.1997, -3.2080, 3.3399)  0.08
H (-0.1731, -4.3620, 3.3013)  0.08
H (0.1629, -2.8569, 4.1675)  0.04
H (2.8364, -4.0464, 3.5902)  0.07
H (2.2211, -2.5269, 4.2669)  0.04
H (4.3590, -2.8137, 2.1008)  0.06
H (4.6311, -2.3746, 3.7792)  0.07
C (-3.6983, 3.1279, -5.7636)  -0.06
C (-3.6966, 2.4852, -4.3979)  -0.28
C (-4.0389, 1.1460, -4.2372)  -0.05
C (-3.9941, 0.5310, -2.9936)  -0.05
C (-3.5935, 1.2678, -1.8869)  -0.26
C (-3.2638, 2.6123, -2.0226)  -0.05
C (-3.3212, 3.2101, -3.2718)  -0.04
S (-3.3954, 0.5222, -0.2970)  0.52
O (-2.9372, 1.5999, 0.5599)  -0.37
O (-4.6539, -0.1183, 0.0266)  -0.32
N (-2.1674, -0.4222, -0.4193)  -0.28
C (-2.0674, -1.7349, -0.7996)  -0.40
C (-3.1052, -2.5472, -1.3004)  -0.03
C (-2.8091, -3.8359, -1.6866)  -0.09
C (-1.5061, -4.3175, -1.5748)  -0.10
C (-0.5626, -3.4627, -1.0278)  -0.19
N (-0.8231, -2.2216, -0.6262)  0.08
H (-4.1539, 2.4736, -6.5086)  0.07
H (-2.6784, 3.3450, -6.0901)  0.08
H (-4.2506, 4.0706, -5.7589)  0.07
H (-4.3421, 0.5701, -5.1057)  0.10
H (-4.2607, -0.5138, -2.8963)  0.10
H (-2.9472, 3.1625, -1.1477)  0.10
H (-3.0444, 4.2559, -3.3671)  0.11
H (-4.1151, -2.1611, -1.3391)  0.09
H (-3.5977, -4.4703, -2.0782)  0.10
H (-1.2350, -5.3194, -1.8791)  0.09
H (0.4645, -3.7880, -0.8830)  0.08
N (-0.4901, 5.1290, -1.2187)  0.18
C (-0.2281, 3.7963, -1.0855)  -0.54
O (-0.6072, 3.2092, -0.0772)  -0.09
C (0.5119, 3.1115, -2.1916)  -0.27
C (0.2328, 1.6038, -2.2211)  -0.28
H (-0.8257, 5.6168, -0.4048)  0.11
H (-0.0572, 5.6394, -1.9663)  0.09
H (1.5734, 3.2900, -1.9728)  0.10
H (0.3093, 3.6551, -3.1351)  0.09
H (1.0095, 1.1394, -2.8464)  -0.01
H (-0.7070, 1.4640, -2.7804)  -0.01
F (-0.6375, 2.3422, 2.5075)  0.07
C (0.2768, 3.3261, 2.5760)  -0.55
F (-0.3684, 4.4891, 2.4843)  0.15
F (0.7792, 3.2780, 3.8468)  0.10
C (1.4391, 3.1487, 1.5679)  -0.63
O (2.0593, 4.1542, 1.2473)  0.05
O (1.6291, 1.9345, 1.2707)  -0.21
C (2.2226, -3.2058, -4.0334)  -0.10
C (3.2996, -3.1131, -2.9541)  -0.25
C (3.1713, -1.8494, -2.1494)  -0.65
N (2.2473, -1.6699, -1.2801)  0.03
N (2.2499, -0.4016, -0.7041)  -0.04
C (3.2252, 0.3284, -1.1829)  -0.75
N (3.4477, 1.6122, -0.8357)  0.11
S (4.1965, -0.4765, -2.3630)  1.06
H (2.2946, -4.1410, -4.5939)  0.07
H (2.3101, -2.3767, -4.7386)  0.08
H (1.2339, -3.1507, -3.5749)  0.06
H (4.2945, -3.1621, -3.4019)  0.09
H (3.2180, -3.9550, -2.2643)  0.11
H (2.8927, 1.9612, -0.0433)  0.06
H (4.3173, 2.0500, -1.0747)  0.09

Cartesian forces (eV/Å) of the 6 atoms listed first:
Eu 0.94 -0.18 -0.06
C -0.02 0.09 0.13
C 0.38 -0.04 0.06
S -0.20 -0.15 -0.38
C -0.29 0.03 0.11
C 0.03 0.07 0.22

Computed properties:
Multiplicity = 8
Total charge = -1
E = -5233.0285 hartree
<S²> = 15.760
LUMO energy (spin up / spin down) = 2.2 / 2.2 eV

=====

# 2
Below is a molecular structure, C29H40IN3OS2Si2TeZn, with properties calculated with wB97M-V/def2-TZVPD.

Last column: Löwdin charge in e.
Atoms and positions in Å:
Zn (-0.3717, 0.3956, 0.1599)  0.31
C (-0.1007, 4.5063, 1.9304)  -0.02
C (0.1985, 3.3087, 1.0635)  -0.24
N (-0.2599, 2.1393, 1.3497)  -0.02
N (-0.9443, 2.0414, 2.5621)  -0.07
C (-1.7045, 1.0112, 2.6832)  -1.08
S (-2.1157, -0.2250, 1.5157)  0.57
S (-2.4314, 0.7347, 4.2808)  0.88
C (-1.1825, 1.5357, 5.3426)  -0.42
C (0.1171, 0.7798, 5.3857)  -0.29
C (0.2288, -0.4301, 6.0692)  -0.05
C (1.4163, -1.1436, 6.0529)  -0.08
C (2.5149, -0.6554, 5.3510)  -0.10
C (2.4128, 0.5478, 4.6701)  -0.09
C (1.2182, 1.2592, 4.6852)  -0.05
C (1.0507, 3.5010, -0.1260)  -0.12
C (1.8965, 4.6217, -0.1581)  -0.05
C (2.7399, 4.8823, -1.2165)  -0.10
C (2.7479, 4.0036, -2.3001)  -0.09
C (1.9240, 2.9006, -2.3105)  -0.03
C (1.0501, 2.6145, -1.2389)  -0.38
O (0.2906, 1.5529, -1.3236)  -0.32
H (-1.0091, 4.3432, 2.4977)  0.07
H (0.7102, 4.6790, 2.6436)  0.09
H (-0.2039, 5.3957, 1.3121)  0.08
H (-1.0328, 2.5364, 4.9486)  0.07
H (-1.6607, 1.5954, 6.3199)  0.08
H (-0.6315, -0.8180, 6.6039)  0.11
H (1.4874, -2.0839, 6.5861)  0.10
H (3.4429, -1.2124, 5.3376)  0.10
H (3.2660, 0.9409, 4.1283)  0.10
H (1.1347, 2.1944, 4.1433)  0.10
H (1.9109, 5.2924, 0.6916)  0.10
H (3.3826, 5.7525, -1.2037)  0.10
H (3.4116, 4.1836, -3.1379)  0.10
H (1.9317, 2.2037, -3.1398)  0.11
C (-0.7355, -0.8558, -5.8194)  -0.20
Si (-1.7642, 0.2605, -4.7315)  0.38
C (-0.9838, 1.9435, -4.6108)  -0.16
C (-3.4838, 0.3732, -5.4449)  -0.18
C (-1.8930, -0.4710, -3.0035)  -0.53
Te (-0.0241, -1.1230, -2.1750)  1.34
C (-0.4996, -3.2106, -2.3157)  -0.58
Si (-1.7492, -3.9537, -1.1325)  0.38
C (-1.9040, -5.7505, -1.6246)  -0.19
C (-1.1306, -3.8326, 0.6155)  -0.18
C (-3.4151, -3.1274, -1.2432)  -0.18
H (-0.5677, -0.3867, -6.7932)  0.03
H (-1.2326, -1.8155, -5.9935)  0.03
H (0.2405, -1.0560, -5.3710)  0.01
H (-0.6026, 2.2769, -5.5798)  0.04
H (-0.1528, 1.9256, -3.9004)  0.00
H (-1.7015, 2.6876, -4.2549)  0.04
H (-3.4495, 0.8066, -6.4493)  0.03
H (-4.1317, 1.0051, -4.8312)  0.03
H (-3.9477, -0.6139, -5.5216)  0.03
H (-2.5284, -1.3557, -2.9874)  -0.01
H (-2.3115, 0.2544, -2.3023)  0.01
H (0.4561, -3.7287, -2.1862)  0.01
H (-0.8031, -3.3754, -3.3543)  0.01
H (-0.9333, -6.2524, -1.5750)  0.03
H (-2.2766, -5.8446, -2.6490)  0.03
H (-2.5934, -6.2889, -0.9675)  0.03
H (-0.0846, -4.1450, 0.6965)  0.01
H (-1.7219, -4.4755, 1.2742)  0.05
H (-1.2251, -2.8096, 0.9878)  -0.04
H (-3.8184, -3.1399, -2.2601)  0.03
H (-3.3685, -2.0887, -0.9024)  0.02
H (-4.1261, -3.6526, -0.5988)  0.04
I (2.7369, -4.1693, 2.6711)  0.90
C (2.7352, -2.2667, 1.8318)  -0.71
C (3.9160, -1.6629, 1.4333)  -0.12
C (3.8557, -0.3847, 0.9005)  -0.04
C (2.6220, 0.2263, 0.7637)  -0.10
N (1.4831, -0.3739, 1.1228)  0.02
C (1.5357, -1.5923, 1.6640)  -0.20
H (4.8635, -2.1745, 1.5420)  0.10
H (4.7522, 0.1298, 0.5818)  0.11
H (2.5338, 1.2266, 0.3546)  0.11
H (0.5940, -2.0231, 1.9800)  0.08

Cartesian forces (eV/Å) of the 6 atoms listed first:
Zn 0.39 0.34 0.25
C 0.06 -0.05 -0.02
C 0.10 0.09 -0.08
N -0.33 0.10 0.24
N -0.01 -0.21 -0.18
C 0.10 -0.06 0.17

Computed properties:
E = -5089.0942 hartree
LUMO energy = 0.1 eV